FSr3 | the ωB97M-V functional and the def2-TZVPD basis

```
4
Properties=species:S:1:pos:R:3:forces:R:3:mulliken_charge:R:1
Sr 0.2987 -1.8792 0.6913 3.395 -10.020 3.161 2.020
Sr 0.7555 1.6517 -1.0355 4.825 6.394 -4.240 2.042
Sr -1.5618 0.1331 -0.0070 -9.689 1.568 0.170 2.003
F 0.5076 0.0944 0.3512 1.469 2.059 0.909 -1.065
```
Positions in Å, forces in eV/Å.

Electronic energy in eV: -5150.1757
HOMO-LUMO gap in eV: 16.345
Total charge: +5

---

C6H12CoF5N3O2 | the ωB97M-V functional and the def2-TZVPD basis

```
29
Properties=species:S:1:pos:R:3:forces:R:3:mulliken_charge:R:1
Co -0.3101 0.2454 0.1018 0.396 0.224 -0.177 0.065
N -1.0489 -1.6804 -0.6345 0.011 0.073 0.013 -0.425
C -0.5779 -1.9749 -1.9957 -0.030 -0.010 -0.109 -0.503
C 0.7303 -2.7517 -1.9755 -0.057 -0.028 -0.034 -0.911
C 1.8215 -2.1755 -1.0758 0.050 -0.027 0.075 -0.319
C 2.1889 -0.7180 -1.3492 0.045 0.050 -0.105 -0.690
N 1.6360 0.2079 -0.3314 0.068 0.094 0.177 -0.425
H -0.9183 -2.4790 -0.0220 0.010 0.030 0.002 0.219
H -2.0424 -1.4708 -0.6373 0.024 -0.023 0.013 0.328
H -0.4523 -1.0187 -2.5120 0.014 -0.017 -0.019 0.261
H -1.3167 -2.5430 -2.5699 0.029 -0.004 0.028 0.392
H 1.0956 -2.8261 -3.0031 0.007 0.027 0.000 0.340
H 0.5283 -3.7775 -1.6532 -0.010 -0.005 0.005 0.382
H 2.7129 -2.7942 -1.1902 0.000 -0.004 -0.017 0.387
H 1.5326 -2.2716 -0.0284 0.000 0.005 -0.018 0.194
H 1.8162 -0.3940 -2.3234 -0.026 -0.033 0.021 0.395
H 3.2750 -0.6011 -1.3743 -0.034 -0.004 -0.019 0.313
H 1.7881 1.1643 -0.6482 0.056 -0.021 0.045 0.288
H 2.1700 0.1153 0.5288 -0.023 -0.022 -0.016 0.345
O -2.1831 0.8421 0.0530 0.030 0.396 -0.008 -0.317
N -2.0187 1.7448 -0.8127 -0.143 -0.013 0.037 0.320
O -0.8194 1.8285 -1.1884 -0.205 -0.509 0.005 -0.445
F 0.8808 0.9924 2.4299 -0.045 -0.038 -0.096 -0.329
C -0.0055 -0.0009 1.9899 -0.296 -0.048 0.328 0.654
F -1.1706 0.2109 2.6950 0.095 -0.010 -0.060 -0.345
C 0.5720 -1.2797 2.6014 0.062 -0.125 -0.117 0.681
F -0.1311 -2.3615 2.2062 -0.029 0.012 0.025 -0.286
F 1.8464 -1.4726 2.1817 0.006 0.026 -0.013 -0.290
F 0.5948 -1.2815 3.9315 -0.002 0.006 0.035 -0.278
```
Positions in Å, forces in eV/Å.

Electronic energy in eV: -66194.7843
Spin multiplicity: 2
HOMO-LUMO gap (alpha / beta) in eV: 9.332 / 9.557
Total charge: 0

---

C27H82N7O9 | the ωB97M-V functional and the def2-TZVPD basis

```
125
Properties=species:S:1:pos:R:3:forces:R:3:mulliken_charge:R:1
N 33.0803 -7.1286 8.0455 3.782 3.100 -9.065 1.491
H 33.2912 -7.9997 7.6370 1.057 -1.595 -0.515 -1.052
H 32.7483 -7.2755 8.8395 -4.421 -1.386 9.067 0.443
H 32.4075 -6.7732 7.3274 0.600 0.582 1.131 0.179
H 33.9443 -6.5519 8.2207 -0.980 -0.543 -0.757 -0.339
C 36.2879 -5.7325 9.8835 -1.998 -2.374 2.216 -0.815
C 35.4471 -6.5318 11.0082 -1.083 5.076 -3.523 -0.387
C 35.8708 -6.1549 12.3293 2.570 0.251 -0.597 -0.971
O 37.1570 -6.6867 12.5201 1.350 -0.345 1.860 -0.364
C 37.4655 -6.7902 13.9352 -15.630 -8.972 -6.599 -1.499
N 34.0213 -6.2068 10.8255 1.320 3.913 -2.559 0.318
H 37.2689 -6.0783 9.9539 2.090 0.130 0.990 0.459
H 36.0864 -4.8043 10.3981 0.504 1.369 -1.798 0.681
H 36.1133 -6.1347 8.8844 -1.318 1.483 -0.074 -0.871
H 35.4558 -7.4608 10.7311 0.777 -5.858 -0.504 0.399
H 35.2005 -6.7434 12.8530 -1.654 -0.008 2.607 0.962
H 35.9707 -5.0432 12.3510 -0.949 -0.576 0.868 0.297
H 37.1511 -7.8148 14.4446 0.668 1.504 -1.527 0.261
H 36.9594 -6.1748 14.4756 -3.905 4.305 2.906 0.581
H 38.2479 -6.6153 14.1628 18.442 3.386 3.834 0.690
H 33.3906 -6.6565 11.4180 -1.042 -0.688 1.538 0.019
H 33.9265 -5.1299 10.7955 -0.289 -2.419 0.409 0.262
C 33.2436 -9.6120 4.4687 3.657 5.065 -1.368 -0.426
C 34.4425 -10.2342 3.7151 -3.318 -2.607 -1.076 0.388
C 34.0581 -10.5366 2.2408 0.741 6.821 0.489 -1.423
O 32.9589 -11.2155 2.0537 -4.253 -2.813 -0.586 -0.337
C 32.5503 -11.3701 0.6883 1.598 3.329 -1.562 -0.755
N 35.6445 -9.5192 3.8249 -5.103 7.452 -7.944 -0.505
H 33.1543 -8.4771 3.8364 0.505 -4.634 1.513 -0.766
H 33.3079 -9.3943 5.6597 0.850 -0.011 -3.599 -1.178
H 32.2632 -9.8646 4.3956 -1.178 -2.047 -1.842 2.469
H 34.5474 -11.2929 3.9915 0.107 -0.106 0.876 0.049
H 34.8833 -10.9707 1.8065 2.280 -1.088 -1.347 0.696
H 33.9239 -9.4276 1.7704 0.474 -1.892 0.441 0.216
H 32.3452 -10.3126 0.2099 0.367 -1.299 1.148 0.286
H 31.5795 -11.8340 0.5006 0.678 -0.835 0.681 0.312
H 33.4651 -11.6428 0.0561 -1.484 -0.628 0.763 0.280
H 35.9471 -9.6999 4.7407 -0.521 2.523 -6.470 -0.651
H 36.2596 -9.8462 3.1783 2.135 -0.981 -2.306 0.272
C 32.7257 -9.7031 10.7294 -2.462 -2.235 -3.122 0.550
C 32.4567 -9.9734 12.1514 -0.802 -0.087 1.933 0.886
C 31.6669 -8.8836 12.8662 1.839 2.527 -5.514 -1.699
O 32.3744 -7.6236 12.8038 1.211 -1.760 -1.575 -0.278
C 31.7216 -6.5316 13.3786 -0.230 -4.208 2.811 -1.075
N 31.6899 -11.2256 12.2756 -0.526 -0.618 -0.800 -0.820
H 31.8369 -9.2608 10.0674 0.974 -1.720 1.620 -0.126
H 33.1101 -10.6964 10.2798 -0.814 1.653 0.244 0.059
H 33.3835 -8.9739 10.4568 2.684 1.925 0.237 -0.796
H 33.3796 -10.1291 12.7087 0.512 0.526 -0.088 0.218
H 31.4353 -9.2266 13.7303 -0.635 -1.675 6.726 0.781
H 30.6843 -8.7572 12.4747 -0.886 0.206 -1.313 0.543
H 32.2083 -5.6558 13.2633 1.441 2.838 -1.141 0.431
H 31.8391 -6.8056 14.4270 -0.677 0.837 0.742 0.367
H 30.7195 -6.6268 13.1232 -2.099 0.884 -0.560 0.286
H 31.4356 -11.6378 13.1628 -0.019 1.166 0.726 0.241
H 32.2412 -11.9883 11.9297 0.351 -0.190 -0.847 0.242
C 36.1505 -4.8655 6.4143 1.090 1.027 -2.218 -0.726
C 36.0161 -5.3024 4.8810 2.232 0.406 1.089 -0.949
C 37.4416 -5.4441 4.1953 -0.091 4.627 5.063 -0.933
O 38.0144 -4.0297 4.3497 -3.412 -1.916 0.367 -0.322
C 39.2006 -3.8417 3.7479 2.880 1.349 1.094 -0.742
N 35.2251 -6.4748 4.6616 3.253 -1.045 0.198 0.118
H 36.7187 -5.5755 6.9668 -0.008 -0.909 0.748 0.757
H 35.1536 -4.4646 6.7016 2.346 -3.185 -0.655 -0.770
H 36.7746 -3.9258 6.5129 -0.174 -1.008 -0.755 0.684
H 35.4466 -4.4455 4.5328 0.291 0.035 -1.036 0.704
H 37.3727 -5.6307 3.2136 -0.101 -1.065 -3.653 0.748
H 38.1396 -6.0583 4.7837 -0.435 -0.397 -0.369 0.352
H 39.2475 -4.2558 2.7700 0.115 -0.285 -1.199 0.320
H 39.9856 -4.3762 4.3884 -0.248 0.893 -0.947 0.275
H 39.4037 -2.6945 3.6936 -0.127 -2.063 0.139 0.192
H 35.6916 -7.4124 4.7340 -0.021 1.578 -0.063 -0.373
H 34.8468 -6.5572 3.7286 1.090 1.101 -0.846 0.297
C 34.9459 -10.7563 7.9422 -0.364 1.719 0.415 -1.424
C 36.0332 -9.8214 7.5104 3.284 -0.182 -0.437 -0.048
C 36.0441 -9.4912 6.0006 -5.348 -0.426 7.627 -0.294
O 36.1353 -10.6753 5.2473 4.795 -9.473 9.657 -0.233
C 37.5159 -10.9765 4.9995 -1.057 -4.520 5.101 -1.056
N 35.9590 -8.6196 8.3426 0.188 1.360 -0.831 -0.295
H 34.9201 -11.5837 7.2933 -0.543 -1.097 -0.649 0.487
H 34.1259 -10.0660 7.9091 -1.509 -0.293 -0.582 0.039
H 34.9046 -11.0184 8.9975 0.893 -0.292 -0.001 0.517
H 36.9930 -10.4058 7.5754 -0.299 0.713 0.687 0.325
H 36.5616 -8.7371 5.5889 3.646 2.509 -0.158 2.237
H 35.0288 -8.9761 5.7050 1.361 -1.471 1.405 -0.685
H 38.0839 -11.0656 5.9955 -0.719 0.162 -1.485 0.238
H 37.9231 -10.2959 4.4501 2.415 4.721 -3.274 0.575
H 37.6869 -11.9039 4.4627 -0.792 -0.358 0.118 0.338
H 36.5649 -7.7994 8.1509 -0.319 -1.135 -0.885 0.202
H 36.2530 -8.8155 9.2629 0.031 -0.740 1.393 0.373
C 30.4938 -4.5149 10.3201 -7.934 -1.819 -1.186 -1.720
C 29.7777 -5.8820 9.9881 -0.118 1.938 2.112 0.806
C 28.2175 -5.8474 10.4504 1.891 -2.268 -0.183 -0.733
O 28.2914 -5.7563 11.8357 -0.149 1.500 0.512 -0.222
C 27.0224 -5.6133 12.4682 1.216 1.565 -1.598 -1.011
N 30.0341 -6.1579 8.6419 -3.693 -0.057 -3.853 -0.374
H 30.3492 -4.3448 11.3077 -0.450 0.915 3.086 0.500
H 29.9228 -3.7943 9.7180 0.368 0.250 0.253 0.401
H 31.4157 -4.4983 10.0995 6.915 -0.114 -1.894 0.307
H 30.3160 -6.7103 10.3744 0.015 -0.707 2.206 -0.351
H 27.7878 -6.8752 10.2136 0.221 0.981 -0.243 0.331
H 27.5517 -5.0822 10.0263 0.540 0.137 -0.278 0.449
H 26.2852 -4.9535 12.0288 0.061 0.109 -0.991 0.335
H 27.1361 -5.2136 13.4074 0.792 0.739 2.363 0.297
H 26.7012 -6.5595 12.5363 -2.072 -3.426 0.432 0.423
H 29.5153 -7.0575 8.4596 0.958 0.624 0.009 0.254
H 29.2852 -5.5202 8.2343 1.627 -0.525 -0.752 0.323
C 31.4757 -10.2496 6.1017 0.714 -9.407 9.010 -0.687
O 31.2994 -9.5223 7.2749 -1.281 1.547 0.756 -0.279
H 30.8667 -11.2099 6.1706 -0.061 1.189 -0.553 0.185
H 32.4624 -10.6660 6.2081 -0.029 -0.127 -0.510 0.363
H 31.2964 -9.7008 5.3929 -2.132 5.040 -7.170 0.124
H 30.4673 -9.1170 6.9913 -0.059 0.604 1.361 0.242
C 34.4370 -3.1868 7.6669 -15.525 7.160 -1.782 -0.468
O 33.7520 -4.0630 6.6770 -1.774 2.474 -0.524 -0.531
H 35.2537 -3.4642 7.7693 13.445 -3.822 1.793 0.376
H 33.8591 -3.4577 8.5519 0.093 0.739 0.249 0.084
H 34.3842 -1.9673 7.4328 -0.025 -3.466 0.541 0.269
H 33.6747 -3.6414 5.7807 0.167 -0.376 1.388 0.326
C 31.9493 -6.8563 4.3765 -0.127 -7.056 -0.474 -1.204
O 33.2043 -7.1464 4.9927 -4.083 1.964 0.711 0.556
H 31.0938 -7.6866 4.6358 1.796 1.275 0.018 0.082
H 32.0126 -7.1355 3.3252 -0.159 1.098 -0.358 0.339
H 31.4551 -6.0440 4.6436 -1.357 4.363 0.885 0.615
H 33.8465 -7.1996 4.2578 -1.424 -0.035 1.805 0.182
```
Positions in Å, forces in eV/Å.

Electronic energy in eV: -58149.1654
HOMO-LUMO gap in eV: 7.975
Total charge: +1

---

F2H2Si | the ωB97M-V functional and the def2-TZVPD basis

```
5
Properties=species:S:1:pos:R:3:forces:R:3:mulliken_charge:R:1
F -0.9520 1.3246 -0.6529 2.416 -3.268 1.635 -0.379
Si -0.0102 -0.0265 0.0685 0.431 1.329 -3.492 0.852
F 1.1573 -0.6790 -1.1177 -2.912 1.618 2.683 -0.373
H 0.7792 0.4422 1.2205 -0.051 0.206 -0.393 -0.050
H -0.9744 -1.0613 0.4816 0.117 0.114 -0.433 -0.050
```
Positions in Å, forces in eV/Å.

Electronic energy in eV: -13347.1455
HOMO-LUMO gap in eV: 13.483
Total charge: 0

---

Quick rundown of ΔE to the lowest compared entry with this formula, charge and spin, same order as above: 11.182; 0.281; 13.359; 1.016 eV